w) Formula: C3H15NO4
Source: the OMol25 dataset
Level of theory: the ωB97M-V functional and the def2-TZVPD basis

Each line ends with the Mulliken charge.
Element x y z (Å)
C  -1.19417  2.45756  1.36224  -1.3101
C  -0.43696  1.18611  1.49349  1.3199
C  0.76401  0.97650  2.04266  -1.5443
N  -1.22592  0.08800  1.14473  -0.3750
H  -0.53433  3.28516  1.65857  0.3348
H  -2.03916  2.56101  2.04685  0.3595
H  -1.55286  2.75723  0.37823  0.3108
H  1.07852  -0.05530  2.17596  0.2818
H  1.47235  1.65626  2.48974  0.3423
H  -2.22211  0.17518  1.17070  0.1756
H  -0.79100  -0.81278  1.09238  0.1406
H  0.45937  -3.92733  -1.81544  0.3542
H  1.34871  -3.07007  -0.94940  0.3383
O  0.65334  -3.73608  -0.88707  -0.7113
H  -0.89018  -2.65349  -0.94126  0.3582
H  -1.34136  -1.27477  -1.42084  0.2815
O  -1.57508  -1.97548  -0.81071  -0.6309
H  0.92984  -0.05001  -2.38307  0.3584
H  -0.56110  0.18876  -2.75461  0.2943
O  0.23821  -0.26300  -3.02228  -0.6521
H  1.92890  1.19186  -0.24670  0.3552
H  3.14802  0.42887  -0.76445  0.3109
O  2.34295  0.86582  -1.05972  -0.6925

Calculated values
HOMO-LUMO gap: 8.554 eV
HOMO: -8.20 eV
SMILES: C=C(C)N.O.O.O.O

=====

x) Formula: C3H15NO4
Source: the OMol25 dataset
Level of theory: the ωB97M-V functional and the def2-TZVPD basis

Each line ends with the Mulliken charge.
Element x y z (Å)
N  -1.65393  -1.43149  -0.56106  -0.6677
C  -1.93845  0.07140  -0.53587  -0.3803
C  -0.90922  1.69074  1.19616  -0.7661
C  -1.78306  0.62348  0.91877  -0.0606
H  -2.22582  -1.77056  0.26681  0.2607
H  -1.73641  -1.86050  -1.52740  0.2536
H  -1.30908  0.71321  -1.24982  0.2857
H  -3.07759  0.23717  -0.81690  0.2489
H  -0.90936  2.01165  2.32617  0.3512
H  -0.33663  2.04456  0.17752  0.1690
H  -2.24851  0.07921  1.74020  0.2938
H  2.29896  -0.88471  -0.62966  0.3617
H  3.13839  0.16105  -0.10960  0.3752
O  2.78567  -0.06071  -0.99365  -0.7956
H  1.36952  2.59342  -1.93959  0.3003
H  1.56042  1.22342  -1.49689  0.3845
O  0.82052  1.86551  -1.56647  -0.6464
H  1.30866  -0.84601  1.32731  0.3496
H  1.06515  0.44038  1.86346  0.3742
O  1.82350  -0.16841  1.82813  -0.6825
H  1.09276  -2.90510  0.14521  0.2807
H  -0.07309  -1.82737  -0.20716  0.4734
O  0.93761  -2.00034  -0.15567  -0.7635

Calculated values
HOMO-LUMO gap: 10.286 eV
HOMO: -9.74 eV
SMILES: C=CCN.O.O.O.O

=====

Last place for stability: x)

=====

w) Formula: C5H15N2
Source: the OMol25 dataset
Level of theory: the ωB97M-V functional and the def2-TZVPD basis

Each line ends with the Mulliken charge.
Element x y z (Å)
C  0.91487  -0.97280  -0.58977  -0.7190
N  0.19740  -0.53008  -1.80391  -0.2366
C  -0.37590  -1.48505  -2.73047  -1.0838
C  -0.06545  -0.85892  0.57283  -1.5128
N  -0.67952  0.55490  0.59379  -1.2847
C  0.07095  1.69690  1.21004  -1.0724
C  0.00825  1.57198  2.72841  -1.1529
H  1.80597  -0.34286  -0.55870  0.4307
H  1.28564  -2.01702  -0.50930  0.3015
H  0.73103  0.19046  -2.26511  0.2475
H  -0.99553  -2.20567  -2.20324  0.3076
H  0.39845  -2.19376  -3.15820  0.2837
H  -0.63022  -0.92062  -3.62993  0.3615
H  0.39907  -0.94506  1.56844  0.3374
H  -1.04495  -1.42523  0.51053  0.7660
H  -1.70017  0.61549  0.91852  1.4556
H  -0.76278  0.65932  -0.43410  0.5232
H  -0.37007  2.64140  0.86319  0.6239
H  1.08020  1.62053  0.80493  0.2193
H  -0.89685  2.03139  3.12484  0.4161
H  -0.17567  0.56459  3.08464  0.4509
H  0.92338  2.01366  3.14775  0.3372

Calculated values
HOMO-LUMO gap (alpha / beta): 3.510 / 10.000 eV
HOMO (alpha / beta): -2.74 / -9.40 eV
multiplicity: 2

=====

x) Formula: C5H15N2
Source: the OMol25 dataset
Level of theory: the ωB97M-V functional and the def2-TZVPD basis

Each line ends with the Mulliken charge.
Element x y z (Å)
C  -1.32374  -0.90990  -0.78253  -0.5000
N  -1.72316  -0.48362  0.53446  -0.5343
C  -2.78554  0.51177  0.57518  -1.3428
C  -0.01178  -0.22178  -1.29968  -1.6888
N  0.75050  0.43281  -0.21256  -0.1184
C  1.98534  -0.25892  0.29024  -0.6485
C  2.99968  0.72515  0.86353  -1.4696
H  -1.21897  -1.97608  -0.83836  0.6221
H  -2.11551  -0.66918  -1.49968  0.1854
H  -1.88852  -1.22721  1.18641  0.2778
H  -2.96906  0.78075  1.61039  0.3984
H  -2.44737  1.41020  0.05361  0.4338
H  -3.68863  0.14382  0.10905  0.3952
H  0.62293  -0.95839  -1.78743  0.1383
H  -0.28088  0.58643  -1.99640  0.8192
H  0.97305  1.44600  -0.48440  1.0611
H  0.05943  0.44934  0.53740  -0.0528
H  1.66648  -0.98755  1.03056  0.4160
H  2.42442  -0.80198  -0.55035  0.2955
H  3.69308  1.05541  0.10256  0.4173
H  3.57346  0.21136  1.63517  0.3486
H  2.51634  1.56858  1.34320  0.5464

Calculated values
HOMO-LUMO gap (alpha / beta): 3.660 / 10.204 eV
HOMO (alpha / beta): -2.72 / -9.54 eV
multiplicity: 2

=====

Last place for stability: w)

=====

w) Formula: C4H9FOS
Source: the OMol25 dataset
Level of theory: the ωB97M-V functional and the def2-TZVPD basis

Each line ends with the Mulliken charge.
Element x y z (Å)
C  3.37065  -1.38409  -0.12158  -0.5108
C  -2.27183  -0.68329  -0.33308  -1.1277
C  -1.41318  1.62049  0.28005  -1.0872
C  -1.17281  0.13917  0.28515  0.8281
O  -0.19627  -0.37632  0.77862  -0.5919
F  2.08224  1.17420  -0.74686  -0.4687
S  2.96174  0.06734  0.47986  0.1479
H  2.64274  -2.14059  -0.34096  0.2764
H  4.36676  -1.50035  -0.50321  0.2735
H  -3.24455  -0.25650  -0.10830  0.3451
H  -2.22127  -1.71027  0.01877  0.3364
H  -2.14037  -0.68748  -1.41543  0.3001
H  -1.81140  1.93294  -0.68167  0.3403
H  -2.14985  1.84890  1.04862  0.3327
H  -0.49685  2.16186  0.49411  0.2914
H  1.69423  -0.20601  0.86591  0.3142

Calculated values
HOMO-LUMO gap: 10.033 eV
HOMO: -9.20 eV

=====

x) Formula: C4H9FOS
Source: the OMol25 dataset
Level of theory: the ωB97M-V functional and the def2-TZVPD basis

Each line ends with the Mulliken charge.
Element x y z (Å)
C  3.11503  4.13322  -1.31157  -0.4257
C  -1.21912  -2.25853  0.95477  -0.8113
C  -1.30964  -0.37865  -0.96523  -0.8215
C  -1.13987  -0.91037  0.25541  0.6482
O  1.03241  2.14603  -2.87104  -0.5844
F  -0.85002  0.08758  1.26741  -0.3159
S  2.95763  2.75475  -0.46022  -0.1682
H  2.47332  5.02148  -1.07897  0.2718
H  3.29610  4.04366  -2.33653  0.3251
H  -0.94577  -2.91179  0.12620  0.2868
H  -2.23896  -2.46566  1.30566  0.2382
H  -0.47250  -2.27868  1.80105  0.2592
H  0.75436  3.06417  -2.91102  0.3218
H  -1.63523  -1.00759  -1.82397  0.2121
H  -1.04245  0.60878  -1.16564  0.3088
H  1.89712  2.17883  -2.26823  0.2550

Calculated values
HOMO-LUMO gap: 8.256 eV
HOMO: -9.48 eV
SMILES: C=C(C)F.C=S.O

=====

Last place for stability: x)

=====

w) Formula: C4H6Cl3P
Source: the OMol25 dataset
Level of theory: the ωB97M-V functional and the def2-TZVPD basis

Each line ends with the Mulliken charge.
Element x y z (Å)
C  0.23576  0.50458  0.18238  -0.2143
C  -0.08624  0.49055  -1.27870  -0.8588
C  -0.43729  -0.66626  0.97310  -0.7062
C  -2.64801  0.59329  0.00060  0.2029
P  -2.29554  -0.80899  1.03410  0.1863
Cl  -2.57992  2.01057  0.80813  -0.1231
Cl  -4.11201  0.49580  -0.91502  -0.1552
Cl  -2.61487  -2.31910  -0.20313  -0.2184
H  1.36858  0.37829  0.16833  0.3456
H  -0.12614  1.41103  0.82547  0.1884
H  -0.17102  1.47203  -1.85129  0.2543
H  0.04904  -0.34458  -1.88682  0.3835
H  -0.08980  -1.71588  0.49796  0.3284
H  -0.20990  -0.60911  2.01820  0.3866

Calculated values
HOMO-LUMO gap (alpha / beta): 7.622 / 8.379 eV
HOMO (alpha / beta): -8.35 / -8.07 eV

=====

x) Formula: C4H6Cl3P
Source: the OMol25 dataset
Level of theory: the ωB97M-V functional and the def2-TZVPD basis

Each line ends with the Mulliken charge.
Element x y z (Å)
C  0.10259  1.66026  -0.35197  -0.4511
C  -0.97050  0.76036  0.22932  -0.3966
C  1.44044  1.00330  0.01860  -0.8819
C  -0.56831  -0.42013  0.66667  0.2872
P  1.15154  -0.79504  0.26269  0.0037
Cl  -1.56856  -1.41150  1.62756  -0.2223
Cl  -0.96099  -4.09527  -0.64454  -0.2388
Cl  0.77028  -1.38588  -1.56799  -0.1910
H  -0.06316  1.78155  -1.45821  0.2542
H  0.09740  2.68010  0.01628  0.3629
H  -1.82333  1.39414  0.40182  0.3805
H  -1.35267  -3.79192  0.52778  0.2129
H  2.17755  1.28315  -0.70014  0.4223
H  1.56773  1.33687  0.97213  0.4580

Calculated values
HOMO-LUMO gap: 10.094 eV
HOMO: -9.38 eV
SMILES: ClC1=CCCP1Cl.Cl

=====

Last place for stability: w)

=====

w) Formula: C4H10N2O3
Source: the OMol25 dataset
Level of theory: the ωB97M-V functional and the def2-TZVPD basis

Each line ends with the Mulliken charge.
Element x y z (Å)
C  0.60194  -0.78716  -1.18859  -1.3716
C  1.30464  0.38193  0.93588  -1.5187
C  0.23061  -0.29057  0.17423  0.9376
C  -2.33941  1.48974  -0.05268  -0.1452
N  -0.96450  -0.24619  0.68553  -0.5939
N  -1.41400  2.44301  0.09056  0.6484
O  -0.38247  2.43206  -0.82068  -0.4513
O  -1.33170  3.16238  1.09022  -0.7380
O  -3.37277  1.49011  0.72893  -0.4568
H  -0.16045  -0.47288  -1.91880  0.3495
H  1.54096  -0.40021  -1.42606  0.3667
H  0.52135  -1.89576  -1.18079  0.3494
H  2.22351  0.76444  0.29781  0.3688
H  1.93591  -0.40923  1.39890  0.3659
H  1.00168  1.11271  1.63043  0.4523
H  0.62353  2.12140  -0.37893  0.3563
H  -2.45505  0.99814  -0.94616  0.4897
H  -1.48976  -0.85118  0.02127  0.2680
H  -3.19038  1.57909  1.62698  0.3229

Calculated values
HOMO-LUMO gap (alpha / beta): 8.307 / 8.309 eV
HOMO (alpha / beta): -7.77 / -7.77 eV
SMILES: [O-]/[N+](O)=C\O.CC(C)=N

=====

x) Formula: C4H10N2O3
Source: the OMol25 dataset
Level of theory: the ωB97M-V functional and the def2-TZVPD basis

Each line ends with the Mulliken charge.
Element x y z (Å)
C  -1.54213  -1.21006  1.02732  -1.4105
C  0.20941  0.59717  0.80686  0.6048
N  1.17982  -0.10840  1.46594  -0.6104
N  0.55396  1.88021  0.44619  -0.5291
C  -1.05549  0.14901  0.64667  -0.2889
H  1.00738  -1.11016  1.45812  0.2748
H  2.08888  0.07890  1.04715  0.2842
H  1.16142  2.27724  1.16148  0.2244
H  -0.26092  2.47678  0.32143  0.2181
H  -1.79549  0.80313  0.19398  0.2761
H  -1.08687  -1.97186  0.38616  0.3005
H  -1.31251  -1.43658  2.07275  0.3626
H  -2.62818  -1.26793  0.90817  0.3229
C  0.77774  -0.54440  -1.93515  0.7278
O  1.81451  0.27372  -1.74255  -0.4730
O  -0.33050  0.20347  -2.21144  -0.4417
O  0.80471  -1.75036  -2.05919  -0.5656
H  1.39572  1.12952  -1.50014  0.3831
H  -0.98145  -0.46939  -2.49378  0.3398

Calculated values
HOMO-LUMO gap: 8.390 eV
HOMO: -7.72 eV
SMILES: CC=C(N)N.O=C(O)O

=====

Last place for stability: w)